#1
{
  "formula": "C4H14O4",
  "method": "ωB97M-V with the def2-TZVPD basis set",
  "orbital_gap_ha": 0.3490,
  "smiles": "C=CC=C.O.O.O.O",
  "species": ["C", "H", "O", "O", "C", "H", "H", "H", "H", "C", "H", "O", "H", "H", "H", "O", "H", "H", "H", "C", "H", "H"],
  "coordinates": [[-1.4130, -1.0153, -2.3969], [-2.0401, -0.5290, -1.6484], [1.8091, -1.7953, 0.8191], [0.0024, 2.6532, 0.3970], [-0.1240, -0.6912, -2.4135], [0.6037, -1.3142, -2.9199], [0.1154, 0.7045, 3.3922], [-2.3193, -1.1087, 1.9521], [1.6256, -0.8643, 0.6657], [0.3488, 0.2997, -1.4221], [2.5044, 0.3970, -1.8319], [-2.7978, -0.3316, 1.6615], [-0.7560, 3.1536, 0.1157], [2.3734, -2.0753, 0.1044], [-1.9792, -1.8614, -2.7647], [0.0931, -0.2397, 3.4974], [-0.3543, 0.4762, -0.6211], [1.8128, 1.2098, -0.3556], [-2.2533, -0.1420, 0.8881], [1.6192, 0.6631, -1.2727], [0.7747, -0.6032, 2.9414], [0.3541, 3.0140, 1.2121]],
  "lowdin_charge": [0.007, 0.048, -0.049, -0.041, -0.173, 0.101, 0.022, 0.028, -0.005, -0.209, 0.067, -0.055, 0.044, 0.032, 0.058, -0.032, 0.074, 0.043, 0.005, -0.014, 0.007, 0.044]
}

#2
{
  "formula": "C4H14O4",
  "method": "ωB97M-V with the def2-TZVPD basis set",
  "orbital_gap_ha": 0.4015,
  "smiles": "OCCCCO.O.O",
  "species": ["H", "H", "H", "O", "O", "O", "O", "C", "H", "C", "H", "H", "H", "H", "C", "H", "H", "H", "H", "C", "H", "H"],
  "coordinates": [[0.1349, 1.4858, -0.2092], [1.3243, 1.2896, 1.9807], [1.9359, 1.0006, -0.3551], [-0.0438, -0.1436, 2.1142], [2.1383, -1.7958, -2.3117], [-2.2199, 1.1848, 1.2807], [-3.4898, 0.6299, -0.8867], [0.9239, 0.6625, -0.0281], [2.3033, -1.4103, -0.2144], [0.4220, -0.5336, -0.9497], [-1.3802, 1.1490, 1.6381], [0.2269, -0.1257, -1.9451], [-3.9379, 1.4515, -1.0872], [-0.4399, -1.0309, 1.7670], [1.5436, -1.5606, -1.0544], [-2.7108, 1.5634, 2.0568], [-0.4937, -0.8978, -0.5092], [1.9421, -0.4396, 1.4970], [-2.5559, 0.8331, -0.5349], [1.1030, 0.2789, 1.4623], [1.1057, -2.5828, -0.8284], [2.1682, -1.0083, -2.8826]],
  "lowdin_charge": [0.123, 0.149, 0.119, -0.112, -0.071, -0.053, -0.114, -0.186, 0.115, -0.169, -0.042, 0.112, 0.017, 0.160, -0.295, 0.096, 0.093, 0.106, 0.033, -0.302, 0.130, 0.092]
}

Which one is most stable, and which one is least stable? #2 is the most stable of them, while #1 is the least stable.

#1
{
  "formula": "C4H14O4",
  "method": "ωB97M-V with the def2-TZVPD basis set",
  "orbital_gap_ha": 0.3918,
  "smiles": "CC(C)C=O.O.O.O",
  "species": ["H", "H", "H", "H", "H", "O", "O", "H", "C", "H", "H", "H", "O", "H", "H", "H", "C", "H", "O", "C", "C", "H"],
  "coordinates": [[-2.1649, 1.0756, 4.5189], [1.3455, 2.1518, 3.5962], [4.9586, 0.1689, -4.6857], [0.0661, -1.7092, -6.1264], [-3.2790, -1.5102, -5.8158], [-2.7130, -0.7643, -5.6161], [0.3964, -2.5203, -6.5370], [-0.0207, 0.5806, 1.6468], [-1.3586, 0.4059, 4.8280], [-3.1024, -0.3840, -4.8302], [4.7466, -1.3188, -4.9082], [-1.6404, -0.6408, 4.8626], [4.3543, -0.4606, -5.0790], [0.8725, -2.9850, -5.8416], [-0.1552, 2.5194, 2.8689], [0.0143, 2.6553, 4.6251], [-0.5414, 0.0914, 2.4918], [0.6607, -0.0547, 4.2251], [-1.4148, -0.7094, 2.2858], [0.2686, 2.0457, 3.7601], [-0.1673, 0.5832, 3.9006], [-1.1261, 0.7795, 5.8299]],
  "lowdin_charge": [0.089, 0.077, 0.026, 0.027, 0.033, -0.049, -0.067, 0.123, -0.081, 0.028, 0.028, 0.078, -0.055, 0.028, 0.075, 0.076, -0.243, 0.139, 0.056, -0.083, -0.386, 0.079]
}

#2
{
  "formula": "C4H14O4",
  "method": "ωB97M-V with the def2-TZVPD basis set",
  "orbital_gap_ha": 0.3715,
  "smiles": "OCCCCO.O.O",
  "species": ["H", "H", "H", "H", "H", "C", "C", "O", "H", "C", "H", "H", "O", "O", "H", "H", "C", "O", "H", "H", "H", "H"],
  "coordinates": [[-0.1084, 1.1515, 2.4762], [-0.7623, 2.1963, -1.1777], [0.8670, -1.4384, 3.0830], [0.7630, 0.2336, 1.5998], [-2.7050, 1.4241, -0.1180], [-0.6023, 1.1803, -0.8218], [-1.9083, 0.6763, -0.2593], [0.4223, -1.4776, 2.2160], [-0.3551, -0.7136, -2.0525], [1.4289, -0.2139, -1.0850], [-1.1630, -0.6010, 1.0274], [0.1615, 1.4192, 0.0232], [1.2618, -1.5741, -0.5760], [0.6920, 1.1417, 1.9333], [-2.3829, -0.2056, -0.8086], [0.8113, -2.0387, 1.5665], [0.0572, 0.2127, -1.7564], [-1.6565, 0.2720, 1.0825], [0.3152, 0.5126, -2.8479], [1.6049, 0.4715, -0.3311], [2.1844, -0.3496, -1.9459], [1.0742, -2.2793, -1.2279]],
  "lowdin_charge": [0.049, 0.111, 0.087, -0.016, 0.115, -0.201, -0.250, -0.047, 0.079, -0.185, 0.087, 0.110, -0.123, -0.096, 0.134, 0.022, -0.182, -0.125, 0.131, 0.067, 0.134, 0.101]
}

Which one is most stable, and which one is least stable? #1 is the most stable of them, while #2 is the least stable.